# 1
This record from the OMol25 dataset describes a molecular structure, C51H44N11O2SSiTi in a non-equilibrium geometry. The level of theory is ωB97M-V/def2-TZVPD.

```
111
Properties=species:S:1:pos:R:3:forces:R:3:mulliken_spin:R:1
Ti -0.692172 -0.075214 0.219848 -0.79 -0.61 0.46 -0.11
C 1.471610 3.468875 -1.351750 0.16 -0.07 -0.10 0.13
C 0.405809 2.807501 -0.824276 -0.09 -0.05 -0.03 -0.03
N 0.303736 1.463954 -0.862776 0.51 0.09 0.01 0.21
C 1.278637 0.799180 -1.574672 -0.21 0.04 -0.21 0.14
C 2.459496 1.501416 -1.915383 0.07 0.21 0.00 -0.03
N 2.567651 2.801325 -1.826577 -0.03 -0.03 0.06 0.09
C 0.946402 -0.512560 -2.030416 -0.23 0.27 -0.32 0.10
C 1.779640 -1.220371 -2.913643 0.11 0.07 -0.07 0.05
C 1.426581 -2.460760 -3.366569 -0.06 -0.07 0.02 0.00
C 0.157796 -2.946088 -2.988743 0.07 -0.13 -0.13 0.11
C -0.667236 -2.170023 -2.215756 -0.24 0.15 0.04 -0.07
N -0.299600 -0.986160 -1.684626 0.66 -0.23 -0.64 0.14
C -2.087611 -2.603021 -2.108265 0.08 -0.07 0.06 -0.03
C -2.424054 -3.916074 -1.776264 -0.03 -0.07 0.08 0.01
N -3.668756 -4.367744 -1.870782 0.03 0.01 -0.03 0.00
C -4.584625 -3.493038 -2.280020 0.06 -0.06 0.03 0.00
C -4.258169 -2.178868 -2.568399 0.00 0.05 -0.05 0.00
N -3.009461 -1.732084 -2.495523 -0.06 0.08 -0.10 0.00
C 2.303702 -3.224867 -4.281002 0.01 0.03 0.04 -0.01
C 3.686239 -3.053766 -4.280133 0.04 0.03 0.09 0.01
C 4.465464 -3.774679 -5.168140 -0.03 -0.08 -0.09 0.00
N 3.975885 -4.652312 -6.045711 -0.07 0.06 0.08 0.01
C 2.654064 -4.821742 -6.036278 0.11 0.01 -0.01 0.00
C 1.791248 -4.144524 -5.189940 -0.07 -0.04 -0.08 0.01
H 1.509541 4.550159 -1.374992 0.00 -0.01 0.04 0.01
H -0.418575 3.341614 -0.367282 -0.03 -0.01 0.00 0.04
H 3.339244 0.972689 -2.268224 -0.07 -0.05 -0.03 0.00
H 2.694505 -0.756975 -3.254477 -0.01 0.00 0.02 0.00
H -0.192155 -3.910630 -3.327144 -0.04 0.04 -0.03 0.02
H -1.668480 -4.604070 -1.414055 0.02 0.02 -0.01 0.00
H -5.599744 -3.858439 -2.386413 -0.02 0.05 0.03 0.00
H -5.011989 -1.467824 -2.888347 0.00 -0.04 0.01 0.00
H 4.157327 -2.380248 -3.574861 0.01 -0.02 -0.03 0.00
H 5.542770 -3.646585 -5.178835 -0.01 0.01 0.04 0.00
H 2.263340 -5.536082 -6.753439 -0.02 0.01 0.01 0.00
H 0.725902 -4.317516 -5.265060 0.02 0.00 0.01 0.00
C 5.417235 -1.367140 1.415958 -0.04 0.01 0.02 0.00
C 5.007482 -1.530786 0.101023 -0.04 -0.02 0.00 0.00
C 3.653574 -1.565542 -0.218293 0.08 0.14 0.02 0.02
C 2.670848 -1.419080 0.763710 -0.06 -0.06 0.05 -0.02
C 3.105402 -1.274395 2.088437 0.09 -0.02 -0.04 0.03
C 4.453499 -1.242912 2.410520 -0.05 -0.02 -0.02 -0.01
N 1.282476 -1.459062 0.507033 -0.19 0.06 -0.08 0.00
C 0.724869 -2.710377 0.594160 0.20 0.07 0.34 0.00
C 1.378226 -3.941359 0.377210 -0.03 0.02 -0.13 -0.01
C 0.716190 -5.143674 0.569502 0.00 0.04 -0.01 0.01
C -0.591347 -5.178717 1.050220 0.02 0.01 0.04 0.00
C -1.239347 -3.980021 1.322393 -0.19 0.03 -0.07 0.01
C -0.619370 -2.773894 1.046166 0.32 0.07 0.38 0.01
N -1.130287 -1.503283 1.367792 -0.44 0.16 0.03 0.10
N -1.592861 -1.315598 2.649097 0.04 -0.12 0.24 0.01
C -1.453411 -0.056931 2.992826 0.19 -0.16 -0.15 0.03
C -1.714266 0.353044 4.343114 -0.09 0.17 0.01 0.01
C -1.570881 1.651522 4.692513 -0.01 0.04 -0.05 0.00
C -1.167881 2.608649 3.713001 -0.04 0.01 0.14 0.02
C -0.881143 2.164464 2.461296 0.08 -0.09 -0.07 0.00
N -0.972447 0.865710 2.072074 0.31 -0.09 0.55 0.03
H 6.471076 -1.348070 1.667268 -0.02 0.01 -0.02 0.00
H 5.746791 -1.651196 -0.683989 -0.02 0.01 0.01 0.00
H 3.350078 -1.726990 -1.242008 -0.01 -0.03 0.00 -0.01
H 2.350144 -1.179035 2.858421 -0.02 0.00 0.01 0.00
H 4.753980 -1.120483 3.445525 -0.01 -0.01 -0.02 0.00
H 2.413011 -3.938111 0.056241 -0.01 -0.02 -0.01 0.00
H 1.234088 -6.072488 0.353598 0.01 0.02 0.05 0.00
H -1.088589 -6.122746 1.236835 0.01 0.02 -0.02 0.00
H -2.234159 -3.966164 1.752300 0.03 -0.01 -0.02 0.00
H -2.009107 -0.412674 5.047567 -0.02 0.01 -0.02 0.00
H -1.757288 1.969733 5.711772 0.00 -0.02 -0.01 0.00
H -1.066965 3.657550 3.955956 0.01 -0.02 -0.01 0.00
H -0.545148 2.863317 1.704249 -0.01 -0.07 -0.03 -0.02
C -4.207457 -1.919494 0.867102 -0.01 -0.08 0.03 0.00
Si -4.086342 -0.061298 0.659857 -0.25 -0.22 -0.05 0.00
C -4.442752 0.693713 2.353310 0.13 0.17 0.10 0.00
C -5.523225 0.498781 -0.442319 0.05 0.04 -0.15 0.00
N -2.598619 0.393860 -0.131829 0.22 0.45 -0.24 0.01
C -2.645118 1.632767 -0.818732 -0.30 -0.02 -0.19 -0.02
C -3.009788 2.826994 -0.182329 0.07 -0.04 0.05 0.00
C -3.044355 4.035157 -0.873390 -0.02 -0.06 0.04 0.00
C -2.717674 4.083178 -2.218754 0.03 -0.04 -0.02 0.00
C -2.383169 2.898206 -2.872876 -0.01 0.07 0.02 0.00
C -2.356546 1.695744 -2.190813 -0.09 -0.04 -0.01 0.02
H -5.212869 -2.269383 0.610326 0.04 0.03 0.01 0.00
H -3.995667 -2.201481 1.900515 0.03 0.00 -0.06 0.00
H -3.489878 -2.440717 0.231684 -0.05 -0.01 0.02 0.00
H -5.510402 0.914837 2.444005 0.02 -0.02 -0.03 0.00
H -3.895388 1.622256 2.542153 -0.04 -0.05 0.04 0.00
H -4.171782 -0.001686 3.149488 -0.01 0.01 -0.04 0.00
H -6.387758 0.790590 0.160153 0.03 -0.05 -0.01 0.00
H -5.842108 -0.305266 -1.111647 0.02 0.04 0.04 0.00
H -5.247096 1.355260 -1.062582 -0.06 -0.02 0.02 0.00
H -3.268943 2.798694 0.869575 0.04 0.04 -0.01 0.00
H -3.330235 4.940144 -0.348758 0.01 -0.01 0.00 0.00
H -2.729460 5.022851 -2.757156 -0.02 -0.01 0.01 0.00
H -2.148881 2.920550 -3.931023 0.01 -0.03 0.01 0.00
H -2.132414 0.766580 -2.698959 0.06 0.01 0.01 0.00
O 2.728960 8.201971 4.031909 -0.04 -0.03 -0.06 0.00
C 3.502129 7.130552 4.326398 -0.11 0.01 -0.11 0.00
O 4.391041 7.248636 5.120013 0.10 -0.02 0.05 0.02
C 3.175669 5.842145 3.633334 -0.03 -0.02 -0.01 0.11
C 3.850026 4.700690 4.059061 0.11 -0.10 0.08 -0.06
C 3.573554 3.467736 3.502274 -0.09 0.03 -0.02 0.10
C 2.608345 3.335709 2.485447 0.14 0.02 0.08 -0.03
S 2.254900 1.781161 1.826075 0.12 0.20 0.15 0.78
C 1.960427 4.497630 2.038727 -0.04 0.05 -0.10 0.07
C 2.238743 5.726655 2.606394 -0.05 0.00 -0.04 -0.07
H 2.026225 7.952566 3.419647 0.04 0.01 0.06 0.00
H 4.586862 4.803643 4.845113 -0.02 -0.01 -0.02 0.00
H 4.092540 2.578908 3.836064 -0.03 0.01 0.04 0.01
H 1.244411 4.421972 1.229848 0.06 -0.01 0.06 0.03
H 1.725632 6.591519 2.198156 -0.02 -0.01 0.03 0.00
```
Positions in Å, forces in eV/Å.

F_max: 1.097 eV/Å
net charge: -1
Kohn-Sham gap (alpha / beta): 5.354 / 3.858 eV
energy relative to the best compared isomer or geometry (same formula, charge and spin): 43.77 kcal/mol
multiplicity: 3

=====

# 2
This record from the OMol25 dataset describes a molecular structure, C10H16N2O2S in a non-equilibrium geometry. The level of theory is ωB97M-V/def2-TZVPD.

```
31
Properties=species:S:1:pos:R:3:forces:R:3:mulliken_spin:R:1
C 1.242982 0.494135 -2.131415 -3.91 -0.47 -1.97 0.53
C 0.001853 0.712303 -1.434630 -0.21 1.27 0.42 -0.18
C 2.427018 0.860068 -1.588444 5.04 2.38 3.49 0.10
C 1.135072 -1.832031 -0.185787 1.81 0.74 3.58 0.00
C 1.975258 1.401567 0.773604 -1.72 1.77 5.76 0.60
C 0.450359 -3.157926 0.059022 0.00 -0.36 1.14 0.01
C 0.110167 -0.832457 0.454692 0.12 -3.44 -1.81 -0.13
C -0.297390 0.378690 -0.129572 -2.16 1.48 -0.48 0.33
C -1.402134 2.426739 0.223778 0.55 -1.87 -1.68 -0.02
C -2.331980 0.515400 1.424943 -1.06 0.30 2.73 0.01
N 2.485063 1.417354 -0.360652 2.93 -2.71 -6.75 0.55
N -1.186912 1.078716 0.769423 0.90 1.08 -3.41 0.09
O -1.742839 -2.073349 -1.212972 0.22 0.77 0.95 0.00
O -1.951912 -2.688910 1.204909 -0.17 1.30 -0.05 0.01
S -1.170025 -2.134999 0.119465 0.65 -4.96 -1.13 0.02
H 1.119397 0.471939 -3.213161 0.40 -0.36 0.11 0.00
H -0.632851 1.476990 -1.949727 0.25 -0.93 0.46 0.03
H 3.498630 0.820137 -2.110000 -2.74 0.14 0.77 0.01
H 2.156513 -1.705125 0.316705 -1.33 -0.29 -0.63 0.01
H 1.257674 -1.581624 -1.152962 0.29 0.63 -3.34 0.00
H 2.130061 2.351168 1.347382 -0.28 -1.05 -0.10 0.05
H 1.465636 0.549488 1.277897 0.91 1.02 -0.40 -0.05
H 0.692834 -4.137000 -0.499618 -0.81 1.99 0.25 0.00
H 0.726807 -3.373914 1.118339 -0.86 -0.16 -0.50 0.00
H 0.040683 -0.876067 1.486386 0.54 0.25 2.33 0.00
H -1.817171 2.990805 0.954567 -1.37 1.91 2.20 -0.01
H -0.406579 2.747685 0.045764 0.76 0.90 -0.42 0.01
H -2.003547 2.528399 -0.711782 0.21 -0.41 0.60 0.01
H -2.967723 -0.217177 0.914654 0.13 0.42 -0.51 0.00
H -2.018847 -0.009021 2.366981 -0.17 0.29 -0.70 0.00
H -2.986097 1.398018 1.822211 1.09 -1.65 -0.94 0.00
```
Positions in Å, forces in eV/Å.

F_max: 7.842 eV/Å
Kohn-Sham gap (alpha / beta): 5.713 / 6.865 eV
energy relative to the best compared isomer or geometry (same formula, charge and spin): 35.42 kcal/mol
multiplicity: 3